Record 1
DFT (wB97M-V/def2-TZVPD) results for a cluster of 9 separate species, C50H61F6N2O30 in total in a non-equilibrium geometry.

Cartesian coordinates (Å):
1 C -4.86 -2.13 3.30
2 C -4.55 -1.46 1.89
3 C -5.00 0.05 1.87
4 C -5.33 0.62 0.44
5 C -4.21 0.34 -0.65
6 C -2.87 1.18 -0.43
7 C -1.71 0.18 0.02
8 N -0.49 0.28 -0.84
9 C -0.61 -0.24 -2.14
10 N -1.86 -0.78 -2.60
11 C 0.53 -0.24 -3.07
12 C 0.28 -0.88 -4.45
13 F -0.09 -2.21 -4.22
14 F -0.79 -0.33 -5.12
15 F 1.32 -0.90 -5.31
16 C 1.77 0.33 -2.57
17 C 3.05 0.33 -3.46
18 O 3.48 1.30 -3.99
19 O 3.69 -0.90 -3.67
20 C 3.52 -1.77 -2.54
21 O 4.46 -2.87 -2.60
22 C 4.10 -3.86 -1.72
23 F 3.00 -4.58 -2.15
24 F 5.14 -4.74 -1.67
25 F 3.87 -3.39 -0.45
26 C 1.90 0.89 -1.21
27 C 3.26 1.45 -0.74
28 C 3.23 3.05 -0.68
29 O 2.21 3.58 -1.08
30 C 4.44 3.84 -0.12
31 C 4.19 4.60 1.11
32 C 5.32 5.36 1.64
33 C 6.62 5.36 0.95
34 C 6.82 4.58 -0.29
35 C 5.71 3.79 -0.82
36 C 0.69 0.83 -0.37
37 C 0.83 1.40 1.08
38 C 0.86 0.18 2.08
39 O 0.24 0.19 3.10
40 O 1.62 -0.98 1.79
41 H -4.71 -1.37 4.15
42 H -4.18 -3.01 3.49
43 H -5.91 -2.53 3.36
44 H -5.03 -2.07 1.08
45 H -3.43 -1.52 1.75
46 H -5.96 0.12 2.46
47 H -4.22 0.64 2.43
48 H -6.24 0.08 0.09
49 H -5.50 1.73 0.51
50 H -4.04 -0.76 -0.72
51 H -4.66 0.64 -1.65
52 H -2.65 1.65 -1.43
53 H -3.06 1.98 0.34
54 H -2.05 -0.89 -0.01
55 H -1.51 0.40 1.10
56 H -2.55 -0.04 -2.76
57 H -2.20 -1.50 -1.96
58 H 2.50 -2.25 -2.50
59 H 3.75 -1.20 -1.60
60 H 4.15 1.05 -1.28
61 H 3.38 1.13 0.34
62 H 3.21 4.60 1.64
63 H 5.26 5.95 2.58
64 H 7.50 5.94 1.30
65 H 7.81 4.58 -0.82
66 H 5.78 3.16 -1.74
67 H 1.73 2.05 1.22
68 H -0.06 2.06 1.29
69 H 1.11 -1.41 1.06
70 C -0.52 -5.10 -2.41
71 C -0.74 -6.27 -3.32
72 O -1.45 -7.19 -2.49
73 C -2.06 -6.46 -1.51
74 O -2.86 -6.89 -0.75
75 O -1.63 -5.17 -1.52
76 H -0.51 -4.15 -2.95
77 H 0.40 -5.18 -1.83
78 H -1.37 -6.02 -4.18
79 H 0.19 -6.71 -3.67
80 C 11.40 4.00 0.63
81 C 12.32 4.95 -0.08
82 O 11.59 5.27 -1.26
83 C 10.28 5.06 -0.99
84 O 9.38 5.40 -1.71
85 O 10.11 4.43 0.20
86 H 11.48 4.07 1.71
87 H 11.55 2.96 0.33
88 H 12.50 5.87 0.49
89 H 13.28 4.49 -0.32
90 C -9.73 -1.10 -0.82
91 C -9.69 -1.15 -2.32
92 O -8.30 -0.93 -2.60
93 C -7.61 -1.30 -1.49
94 O -6.41 -1.40 -1.45
95 O -8.43 -1.55 -0.45
96 H -10.50 -1.75 -0.41
97 H -9.88 -0.09 -0.44
98 H -9.98 -2.12 -2.72
99 H -10.30 -0.38 -2.78
100 C -3.22 -3.09 8.20
101 C -2.30 -2.17 7.45
102 O -3.06 -1.83 6.30
103 C -4.37 -2.01 6.61
104 O -5.28 -1.65 5.92
105 O -4.52 -2.64 7.80
106 H -3.10 -3.02 9.28
107 H -3.11 -4.14 7.89
108 H -2.08 -1.26 8.01
109 H -1.36 -2.65 7.18
110 C -12.57 -3.43 3.17
111 C -13.09 -2.03 2.98
112 O -12.73 -1.74 1.63
113 C -12.60 -2.93 0.99
114 O -12.47 -3.04 -0.19
115 O -12.64 -3.97 1.85
116 H -13.18 -4.01 3.86
117 H -11.53 -3.45 3.51
118 H -14.17 -1.97 3.08
119 H -12.63 -1.32 3.67
120 C 3.01 7.04 -2.67
121 C 2.50 8.45 -2.59
122 O 2.43 8.67 -1.18
123 C 3.30 7.82 -0.59
124 O 3.61 7.86 0.56
125 O 3.78 6.91 -1.48
126 H 3.63 6.88 -3.55
127 H 2.21 6.30 -2.66
128 H 3.19 9.18 -3.03
129 H 1.52 8.57 -3.05
130 C 0.07 -9.48 -5.09
131 C -0.33 -10.66 -5.92
132 O -1.12 -10.08 -6.96
133 C -0.74 -8.77 -7.06
134 O -1.08 -8.04 -7.94
135 O 0.08 -8.41 -6.04
136 H 1.04 -9.60 -4.63
137 H -0.67 -9.25 -4.31
138 H 0.53 -11.17 -6.38
139 H -0.91 -11.40 -5.36
140 C 8.61 7.43 4.67
141 C 8.77 6.39 5.74
142 O 9.03 5.21 4.98
143 C 9.53 5.59 3.78
144 O 10.01 4.85 2.98
145 O 9.43 6.94 3.61
146 H 8.95 8.42 4.99
147 H 7.58 7.51 4.31
148 H 9.63 6.58 6.39
149 H 7.88 6.27 6.35

## Properties
frontier orbital gap = 6.397 eV
largest force on an atom = 3.3 eV/A
net charge = +1

These are the Mulliken partial charges, in e, on atoms 1 to 6: C -1.25; C 0.32; C -0.52; C -0.56; C -0.35; C -0.85

Record 2
DFT (wB97M-V/def2-TZVPD) results for a cluster of 10 separate species, C4H23O13 in total in a non-equilibrium geometry.

Cartesian coordinates (Å):
1 O 0.43 -1.98 0.52
2 C 1.60 -1.59 0.66
3 O 2.61 -1.81 -0.04
4 C 1.78 -0.73 1.88
5 C 1.26 0.58 1.38
6 C 0.97 1.54 2.47
7 O 0.67 2.81 1.97
8 O 0.90 1.36 3.65
9 H 2.88 -0.55 1.96
10 H 1.43 -1.17 2.85
11 H 1.93 1.17 0.76
12 H 0.47 0.46 0.68
13 H 0.73 2.76 0.94
14 H -3.84 1.38 -0.88
15 H -3.94 1.63 0.66
16 O -3.98 1.90 -0.23
17 H -1.37 2.27 -0.36
18 H -0.73 0.97 -0.50
19 O -0.52 1.87 -0.59
20 H 1.90 -3.11 -2.48
21 H 1.67 -2.06 -1.47
22 O 1.36 -2.36 -2.27
23 H -2.47 -0.58 -2.55
24 H -2.32 1.01 -2.57
25 O -2.96 0.33 -2.56
26 H 3.92 0.11 1.74
27 H 3.39 1.59 1.41
28 O 4.13 1.07 1.45
29 H 1.36 1.96 -2.66
30 H 2.37 1.64 -3.76
31 O 2.16 2.28 -3.13
32 H -2.80 -2.10 2.88
33 H -3.19 -1.84 1.47
34 O -3.57 -1.80 2.28
35 H -2.47 -1.06 -0.60
36 H -1.29 -0.98 0.34
37 O -2.09 -0.51 0.17
38 H -0.44 -1.80 -2.43
39 H -0.82 -2.58 -1.17
40 O -1.15 -2.06 -1.88

## Properties
frontier orbital gap = 9.053 eV
largest force on an atom = 10.5 eV/A
net charge = -1
ΔE to the lowest compared entry with this formula, charge and spin = 211.6 kJ/mol

These are the Mulliken partial charges, in e, on atoms 1 to 6: O -0.75; C 0.68; O -0.84; C 0.16; C -0.07; C 1.13

Record 3
DFT (wB97M-V/def2-TZVPD) results for a cluster of 6 separate species, C33H60BF3O21P in total.

Cartesian coordinates (Å):
1 C 0.44 -5.24 -1.19
2 C -0.36 -4.27 -2.05
3 C -1.71 -4.88 -2.43
4 P -2.90 -3.62 -2.94
5 C -2.79 -3.35 -4.77
6 O -2.50 -2.03 -5.10
7 O -3.80 -1.44 -5.35
8 C -2.57 -2.00 -2.18
9 O -2.61 -2.22 -0.76
10 C -2.88 -1.11 -0.01
11 F -4.16 -0.71 -0.17
12 F -2.67 -1.43 1.26
13 F -2.10 -0.07 -0.34
14 B -4.72 -4.19 -2.46
15 O -4.85 -5.14 -1.51
16 O -5.76 -3.68 -3.18
17 O 0.21 -3.93 -3.29
18 C 1.42 -3.16 -3.24
19 C 1.18 -1.81 -2.63
20 C 0.67 -0.76 -3.42
21 C 0.38 0.48 -2.84
22 C 0.59 0.69 -1.48
23 C 1.12 -0.34 -0.69
24 C 1.41 -1.58 -1.26
25 H 1.48 -4.92 -1.05
26 H -0.01 -5.27 -0.19
27 H 0.40 -6.25 -1.59
28 H -0.55 -3.37 -1.46
29 H -1.59 -5.56 -3.27
30 H -2.13 -5.43 -1.58
31 H -3.76 -3.64 -5.18
32 H -2.03 -4.01 -5.18
33 H -3.58 -0.48 -5.40
34 H -1.59 -1.63 -2.49
35 H -3.34 -1.30 -2.51
36 H -5.52 -4.95 -0.85
37 H -5.80 -2.73 -3.30
38 H 1.72 -3.06 -4.28
39 H 2.21 -3.70 -2.72
40 H 0.50 -0.93 -4.47
41 H -0.03 1.27 -3.46
42 H 0.35 1.66 -1.05
43 H 1.29 -0.17 0.37
44 H 1.81 -2.38 -0.66
45 C -0.67 -0.52 3.44
46 C -0.47 -2.02 3.47
47 O 0.87 -2.36 3.86
48 C 1.12 -2.26 5.17
49 O 0.32 -1.97 6.02
50 O 2.40 -2.57 5.36
51 C 2.83 -2.45 6.72
52 H 0.09 -0.06 2.81
53 H -1.65 -0.26 3.06
54 H -0.57 -0.09 4.44
55 H -0.59 -2.45 2.48
56 H -1.19 -2.51 4.14
57 H 2.18 -3.00 7.39
58 H 2.85 -1.40 7.02
59 H 3.83 -2.86 6.77
60 C 4.58 6.21 -1.95
61 C 3.98 4.98 -2.60
62 O 2.88 4.45 -1.84
63 C 1.73 5.11 -1.98
64 O 1.52 6.05 -2.70
65 O 0.82 4.52 -1.19
66 C -0.47 5.16 -1.19
67 H 4.86 6.00 -0.91
68 H 5.46 6.53 -2.49
69 H 3.86 7.04 -1.94
70 H 4.70 4.17 -2.62
71 H 3.66 5.18 -3.62
72 H -0.85 5.28 -2.20
73 H -0.41 6.12 -0.69
74 H -1.12 4.50 -0.62
75 C -7.47 2.96 -7.11
76 C -7.09 1.57 -6.66
77 O -5.72 1.51 -6.19
78 C -5.51 1.97 -4.97
79 O -6.33 2.38 -4.20
80 O -4.19 1.86 -4.72
81 C -3.80 2.36 -3.43
82 H -6.77 3.32 -7.86
83 H -8.47 2.95 -7.54
84 H -7.46 3.66 -6.27
85 H -7.12 0.87 -7.49
86 H -7.76 1.20 -5.88
87 H -4.39 1.89 -2.65
88 H -3.92 3.44 -3.38
89 H -2.75 2.10 -3.32
90 C -3.66 6.20 4.50
91 C -2.29 6.83 4.68
92 O -1.24 5.85 4.68
93 C -0.88 5.39 3.49
94 O -1.33 5.73 2.43
95 O 0.08 4.48 3.67
96 C 0.55 3.87 2.46
97 H -3.82 5.43 5.26
98 H -4.43 6.96 4.60
99 H -3.75 5.74 3.52
100 H -2.22 7.32 5.65
101 H -2.09 7.58 3.91
102 H 0.86 4.63 1.74
103 H -0.23 3.25 2.02
104 H 1.40 3.26 2.75
105 C 10.47 -2.98 5.88
106 C 9.86 -4.18 6.57
107 O 8.44 -4.03 6.75
108 C 7.70 -4.25 5.67
109 O 8.09 -4.59 4.59
110 O 6.42 -4.04 6.00
111 C 5.50 -4.21 4.91
112 H 10.22 -2.06 6.43
113 H 11.55 -3.08 5.85
114 H 10.10 -2.88 4.86
115 H 10.25 -4.29 7.58
116 H 10.05 -5.10 6.02
117 H 5.62 -5.18 4.43
118 H 5.63 -3.41 4.18
119 H 4.50 -4.14 5.34

## Properties
frontier orbital gap = 8.729 eV
largest force on an atom = 0.9 eV/A
net charge = +1
ΔE to the lowest compared entry with this formula, charge and spin = 0.0 kJ/mol

These are the Mulliken partial charges, in e, on atoms 1 to 6: C -1.76; C 1.44; C -1.61; P 0.83; C -0.87; O -0.16

Record 4
DFT (wB97M-V/def2-TZVPD) results for a cluster of 11 separate species, C20H26Cl30F5NO5S in total in a non-equilibrium geometry.

Cartesian coordinates (Å):
1 C -2.96 -5.10 0.62
2 N -3.08 -3.58 0.37
3 C -2.93 -2.97 1.75
4 C -1.61 -2.01 1.95
5 C -0.43 -2.22 0.83
6 O -0.02 -3.61 0.60
7 C 0.70 -3.55 -0.71
8 C -0.27 -3.81 -2.00
9 C -0.24 -2.58 -3.12
10 O 0.30 -1.37 -2.91
11 O -2.06 -0.59 1.82
12 C -1.13 0.30 2.56
13 S -0.82 1.85 1.48
14 O -1.72 1.66 0.23
15 O -1.19 3.06 2.37
16 C 1.02 1.92 1.13
17 F 1.71 0.61 1.16
18 F 1.62 2.74 2.24
19 C 1.44 2.66 -0.27
20 F 2.55 3.62 0.07
21 F 0.37 3.47 -0.90
22 F 2.05 1.63 -1.16
23 H -3.93 -5.43 1.20
24 H -2.02 -5.31 1.32
25 H -2.85 -5.71 -0.37
26 H -4.07 -3.47 0.00
27 H -3.90 -2.30 1.95
28 H -2.93 -3.80 2.61
29 H -1.25 -2.12 3.07
30 H -0.64 -1.68 -0.21
31 H 0.53 -1.66 1.26
32 H 1.51 -4.41 -0.66
33 H 1.32 -2.53 -0.80
34 H 0.06 -4.78 -2.61
35 H -1.42 -3.92 -1.71
36 H -0.80 -2.81 -4.14
37 H -1.72 0.63 3.54
38 H -0.11 -0.25 2.81
39 C 3.87 0.36 -3.95
40 Cl 2.49 0.49 -5.06
41 Cl 4.45 -1.31 -3.88
42 Cl 5.17 1.45 -4.43
43 H 3.53 0.64 -2.95
44 C -1.35 2.80 6.27
45 Cl -0.37 3.09 7.72
46 Cl -0.80 1.35 5.42
47 Cl -3.06 2.66 6.70
48 H -1.23 3.66 5.60
49 C -6.51 1.24 4.57
50 Cl -6.89 1.82 6.20
51 Cl -5.31 -0.06 4.63
52 Cl -7.98 0.69 3.74
53 H -6.09 2.07 4.00
54 C -5.98 -2.51 7.43
55 Cl -5.00 -2.22 8.88
56 Cl -5.42 -3.97 6.58
57 Cl -7.69 -2.66 7.86
58 H -5.86 -1.66 6.76
59 C 2.02 6.69 -1.50
60 Cl 1.15 7.39 -0.12
61 Cl 1.84 7.73 -2.93
62 Cl 3.73 6.46 -1.10
63 H 1.58 5.72 -1.72
64 C 1.39 11.47 -4.12
65 Cl 1.33 13.13 -3.52
66 Cl -0.23 10.91 -4.59
67 Cl 2.51 11.35 -5.49
68 H 1.76 10.82 -3.32
69 C -1.41 -7.02 -4.98
70 Cl -0.75 -5.43 -5.40
71 Cl -1.48 -7.22 -3.22
72 Cl -3.02 -7.24 -5.69
73 H -0.74 -7.78 -5.39
74 C 8.53 -1.39 -4.84
75 Cl 7.98 -3.07 -4.80
76 Cl 9.51 -1.02 -3.41
77 Cl 9.44 -1.06 -6.32
78 H 7.65 -0.74 -4.83
79 C 1.86 -1.09 -8.67
80 Cl 1.02 -0.85 -10.22
81 Cl 1.18 -2.48 -7.81
82 Cl 3.60 -1.31 -8.93
83 H 1.71 -0.20 -8.06
84 C 3.35 1.25 6.77
85 Cl 2.51 1.49 5.23
86 Cl 2.67 -0.14 7.64
87 Cl 5.09 1.03 6.51
88 H 3.20 2.14 7.39

## Properties
frontier orbital gap = 9.026 eV
SMILES string = CNC[C@@H](COCCC=O)OCS(=O)(=O)C(F)(F)C(F)(F)F.ClC(Cl)Cl.ClC(Cl)Cl.ClC(Cl)Cl.ClC(Cl)Cl.ClC(Cl)Cl.ClC(Cl)Cl.ClC(Cl)Cl.ClC(Cl)Cl.ClC(Cl)Cl.ClC(Cl)Cl
largest force on an atom = 7.9 eV/A

These are the Mulliken partial charges, in e, on atoms 1 to 6: C -0.69; N -0.29; C -0.95; C 0.32; C -0.09; O -0.40

Record 5
DFT (wB97M-V/def2-TZVPD) results for a cluster of 2 separate species, C5H10O in total.

Cartesian coordinates (Å):
1 C 1.73 -0.91 -0.08
2 C 0.48 -0.18 0.39
3 C 0.39 1.35 0.15
4 C -0.85 1.15 -0.77
5 C -0.71 -0.35 -0.55
6 O -1.27 -1.31 -1.01
7 H 1.61 -1.99 0.04
8 H 1.91 -0.71 -1.15
9 H 2.62 -0.59 0.47
10 H 0.23 -0.47 1.43
11 H 0.19 1.94 1.04
12 H 1.26 1.76 -0.37
13 H -1.79 1.56 -0.40
14 H -0.73 1.45 -1.82
15 H -2.59 -1.20 1.65
16 H -2.49 -1.51 0.98

## Properties
frontier orbital gap = 10.468 eV
SMILES string = C[C@H]1CCC1=O.[H][H]
largest force on an atom = 0.6 eV/A
ΔE to the lowest compared entry with this formula, charge and spin = 166.5 kJ/mol

These are the Mulliken partial charges, in e, on atoms 1 to 6: C -1.47; C 0.60; C -0.73; C -0.39; C 0.08; O -0.57

Record 6
DFT (wB97M-V/def2-TZVPD) results for an isolated molecule of C5H5FS2 in a non-equilibrium geometry.

Cartesian coordinates (Å):
1 C 0.83 1.80 0.17
2 C 1.23 0.51 0.00
3 C 0.47 -0.67 0.38
4 C 1.01 -1.87 -0.03
5 C -2.31 -0.02 -0.12
6 H 1.24 2.73 -0.35
7 H 2.28 0.34 -0.45
8 H 0.58 -2.94 0.19
9 H 1.83 -2.04 -0.59
10 H -1.69 0.54 -0.83
11 F -0.34 2.17 0.66
12 S -1.14 -0.74 0.89
13 S -4.00 0.19 0.08

## Properties
frontier orbital gap = 8.001 eV
SMILES string = C=C(/C=C\F)SC=S
largest force on an atom = 5.3 eV/A
ΔE to the lowest compared entry with this formula, charge and spin = 273.9 kJ/mol

These are the Mulliken partial charges, in e, on atoms 1 to 6: C -0.15; C -0.42; C 0.78; C -0.86; C -0.18; H 0.30

Among the records above, which one has the highest frontier orbital gap?
C5H10O